{"formula": "C5H4O", "method": "wB97M-V/def2-TZVPD", "symbols": ["C", "C", "C", "C", "C", "O", "H", "H", "H", "H"], "coordinates": [[1.878, -1.928, -0.359], [1.045, -1.124, -0.387], [-0.525, 1.356, -0.031], [-2.067, -0.651, -0.241], [-0.830, 0.094, -0.200], [-2.353, -1.673, 0.346], [2.896, -2.363, -0.294], [-1.393, 1.979, -0.132], [0.502, 1.839, 0.074], [-2.770, -0.108, -0.898]], "lumo_ev": [0.04, -3.70], "e_tot_ev": -7287.0786, "e_above_lowest_ev": 4.726, "spin_multiplicity": 3, "gap_ev": [7.721, 6.121]}